No. 1
Molecular formula: C27H50FNO13S
Method: DFT, wB97M-V/def2-TZVPD

Geometry as XYZ:
```
93
C27H50FNO13S, DFT wB97M-V/def2-TZVPD
N -0.83 -0.88 2.81
C -0.58 -1.49 1.85
O -0.13 -2.36 1.00
C -0.98 -3.46 0.81
F -0.68 -3.99 -0.36
C -0.97 -4.40 1.97
O -2.30 -4.93 2.06
S -3.31 -3.78 1.71
O -3.58 -2.95 2.82
O -4.42 -4.27 0.99
O -2.30 -3.01 0.73
H -0.81 -3.83 2.87
H -0.22 -5.16 1.99
C 2.43 0.43 1.13
C 3.61 -0.50 1.06
O 3.78 -1.39 1.87
C 4.56 -0.28 -0.09
H 1.81 0.18 1.98
H 2.78 1.47 1.23
H 1.84 0.35 0.22
H 4.99 0.72 -0.03
H 4.02 -0.37 -1.03
H 5.35 -1.02 -0.06
C 1.03 -0.83 -4.95
C 1.82 -0.92 -3.67
O 2.14 0.07 -3.05
C 2.19 -2.30 -3.19
H 0.83 0.22 -5.18
H 1.60 -1.27 -5.77
H 0.08 -1.35 -4.84
H 2.80 -2.81 -3.94
H 1.28 -2.89 -3.01
H 2.75 -2.23 -2.26
C 1.61 -2.93 5.22
C 2.14 -4.08 4.40
O 1.40 -4.77 3.74
C 3.62 -4.31 4.44
H 0.53 -2.86 5.10
H 1.85 -3.07 6.27
H 2.06 -1.99 4.87
H 3.94 -4.51 5.46
H 4.14 -3.43 4.07
H 3.87 -5.16 3.81
C -0.81 2.30 -1.93
C -1.16 1.39 -0.78
O -0.31 0.92 -0.06
C -2.63 1.08 -0.58
H 0.27 2.44 -1.97
H -1.15 1.85 -2.86
H -1.30 3.27 -1.79
H -3.03 0.60 -1.48
H -3.18 1.99 -0.38
H -2.74 0.41 0.26
C -5.37 -1.17 0.72
C -6.03 0.18 0.83
O -5.37 1.20 0.87
C -7.53 0.21 0.88
H -4.29 -1.05 0.68
H -5.63 -1.78 1.58
H -5.71 -1.66 -0.20
H -7.89 -0.34 1.74
H -7.95 -0.23 -0.03
H -7.87 1.24 0.95
C -5.29 2.37 -4.27
C -3.79 2.25 -4.36
O -3.22 1.20 -4.13
C -3.02 3.49 -4.74
H -5.72 1.41 -3.98
H -5.56 3.11 -3.52
H -5.70 2.67 -5.23
H -3.20 4.28 -4.01
H -3.33 3.84 -5.72
H -1.96 3.27 -4.77
C 6.50 -0.49 6.92
C 5.85 -1.36 5.88
O 5.48 -2.48 6.14
C 5.70 -0.76 4.50
H 6.56 -1.03 7.86
H 7.51 -0.21 6.61
H 5.92 0.42 7.06
H 6.68 -0.50 4.10
H 5.08 0.14 4.55
H 5.22 -1.47 3.83
C -0.49 7.21 -4.16
C 0.08 5.97 -4.80
O -0.58 5.28 -5.54
C 1.52 5.64 -4.48
H -1.53 7.33 -4.47
H -0.46 7.12 -3.07
H 0.08 8.09 -4.46
H 1.64 5.49 -3.41
H 2.17 6.46 -4.80
H 1.81 4.73 -5.01
```

LUMO energy ... 0.51 eV
Orbital gap ... 9.7291 eV
DFT total energy ... -70468.21102 eV

No. 2
Molecular formula: C4H9NO2
Method: DFT, wB97M-V/def2-TZVPD

Geometry as XYZ:
```
16
C4H9NO2, DFT wB97M-V/def2-TZVPD
C 1.34 -0.09 1.19
C 0.69 -0.26 -0.15
C 1.39 -0.44 -1.27
H -0.72 -1.61 -0.02
H 1.17 0.92 1.57
H 2.42 -0.24 1.13
H 0.90 -0.78 1.91
H 0.89 -0.58 -2.22
H 2.47 -0.50 -1.28
C -1.06 0.13 -0.20
N -1.35 1.14 0.71
O -1.35 0.50 -1.49
O -1.58 -1.08 0.18
H -2.03 -0.08 -1.85
H -1.12 2.07 0.40
H -2.05 0.90 1.40
```

LUMO energy ... 0.82 eV
Orbital gap ... 10.0275 eV
ΔE to the lowest compared entry with this formula, charge and spin ... 61.0 kcal/mol
SMILES ... C=C(C)C(N)(O)O
DFT total energy ... -9877.41743 eV

What did the first record say?
Molecular formula: C27H50FNO13S
Method: DFT, wB97M-V/def2-TZVPD

Geometry as XYZ:
```
93
C27H50FNO13S, DFT wB97M-V/def2-TZVPD
N -0.83 -0.88 2.81
C -0.58 -1.49 1.85
O -0.13 -2.36 1.00
C -0.98 -3.46 0.81
F -0.68 -3.99 -0.36
C -0.97 -4.40 1.97
O -2.30 -4.93 2.06
S -3.31 -3.78 1.71
O -3.58 -2.95 2.82
O -4.42 -4.27 0.99
O -2.30 -3.01 0.73
H -0.81 -3.83 2.87
H -0.22 -5.16 1.99
C 2.43 0.43 1.13
C 3.61 -0.50 1.06
O 3.78 -1.39 1.87
C 4.56 -0.28 -0.09
H 1.81 0.18 1.98
H 2.78 1.47 1.23
H 1.84 0.35 0.22
H 4.99 0.72 -0.03
H 4.02 -0.37 -1.03
H 5.35 -1.02 -0.06
C 1.03 -0.83 -4.95
C 1.82 -0.92 -3.67
O 2.14 0.07 -3.05
C 2.19 -2.30 -3.19
H 0.83 0.22 -5.18
H 1.60 -1.27 -5.77
H 0.08 -1.35 -4.84
H 2.80 -2.81 -3.94
H 1.28 -2.89 -3.01
H 2.75 -2.23 -2.26
C 1.61 -2.93 5.22
C 2.14 -4.08 4.40
O 1.40 -4.77 3.74
C 3.62 -4.31 4.44
H 0.53 -2.86 5.10
H 1.85 -3.07 6.27
H 2.06 -1.99 4.87
H 3.94 -4.51 5.46
H 4.14 -3.43 4.07
H 3.87 -5.16 3.81
C -0.81 2.30 -1.93
C -1.16 1.39 -0.78
O -0.31 0.92 -0.06
C -2.63 1.08 -0.58
H 0.27 2.44 -1.97
H -1.15 1.85 -2.86
H -1.30 3.27 -1.79
H -3.03 0.60 -1.48
H -3.18 1.99 -0.38
H -2.74 0.41 0.26
C -5.37 -1.17 0.72
C -6.03 0.18 0.83
O -5.37 1.20 0.87
C -7.53 0.21 0.88
H -4.29 -1.05 0.68
H -5.63 -1.78 1.58
H -5.71 -1.66 -0.20
H -7.89 -0.34 1.74
H -7.95 -0.23 -0.03
H -7.87 1.24 0.95
C -5.29 2.37 -4.27
C -3.79 2.25 -4.36
O -3.22 1.20 -4.13
C -3.02 3.49 -4.74
H -5.72 1.41 -3.98
H -5.56 3.11 -3.52
H -5.70 2.67 -5.23
H -3.20 4.28 -4.01
H -3.33 3.84 -5.72
H -1.96 3.27 -4.77
C 6.50 -0.49 6.92
C 5.85 -1.36 5.88
O 5.48 -2.48 6.14
C 5.70 -0.76 4.50
H 6.56 -1.03 7.86
H 7.51 -0.21 6.61
H 5.92 0.42 7.06
H 6.68 -0.50 4.10
H 5.08 0.14 4.55
H 5.22 -1.47 3.83
C -0.49 7.21 -4.16
C 0.08 5.97 -4.80
O -0.58 5.28 -5.54
C 1.52 5.64 -4.48
H -1.53 7.33 -4.47
H -0.46 7.12 -3.07
H 0.08 8.09 -4.46
H 1.64 5.49 -3.41
H 2.17 6.46 -4.80
H 1.81 4.73 -5.01
```

LUMO energy ... 0.51 eV
Orbital gap ... 9.7291 eV
DFT total energy ... -70468.21102 eV

> What is the formula in the first record?

C27H50FNO13S

> DFT total energy of number 2 (C4H9NO2)?

-9877.41743 eV

> What is the formula in the first record?

C27H50FNO13S